Record 1
Here is a structure of composition C36H27BrN7O4SYb at a distorted geometry from the OMol25 dataset. Energies are from ωB97M-V with the def2-TZVPD basis set.

XYZ file:
```
77
C36H27BrN7O4SYb | the OMol25 dataset | ωB97M-V with the def2-TZVPD basis set
Yb 0.71 -0.58 -0.88
C 3.00 -3.62 -1.01
O 1.66 -3.14 -1.14
C 0.71 -4.11 -1.35
C 1.03 -5.45 -1.51
C 0.03 -6.39 -1.68
C -1.30 -6.00 -1.68
C -1.62 -4.66 -1.54
C -0.62 -3.69 -1.38
N -0.90 -2.30 -1.28
N -2.16 -2.07 -1.29
C -2.71 -0.85 -1.24
C -2.01 0.39 -1.41
O -0.81 0.42 -1.86
C -2.70 1.60 -1.10
C -4.00 1.61 -0.76
C -4.79 0.41 -0.77
C -6.18 0.45 -0.56
C -6.93 -0.69 -0.64
C -6.31 -1.91 -0.92
C -4.94 -1.98 -1.10
C -4.15 -0.82 -1.03
H 3.06 -4.41 -0.27
H 3.61 -2.79 -0.68
H 3.37 -3.98 -1.98
H 2.05 -5.79 -1.50
H 0.29 -7.44 -1.81
H -2.09 -6.73 -1.81
H -2.64 -4.34 -1.54
H -2.11 2.52 -1.14
H -4.49 2.54 -0.49
H -6.65 1.40 -0.34
H -8.00 -0.66 -0.49
H -6.90 -2.82 -1.02
H -4.46 -2.92 -1.31
S -0.39 -0.33 1.49
C -0.03 1.39 1.63
N -0.35 2.08 2.70
N -0.93 1.44 3.66
C -1.34 2.06 4.84
C -1.79 1.27 5.89
C -2.22 1.87 7.07
C -2.20 3.25 7.20
C -1.75 4.03 6.15
C -1.32 3.45 4.97
N 0.54 2.20 0.70
N 0.99 1.75 -0.40
C 1.43 2.79 -1.27
C 1.65 2.47 -2.60
C 2.03 3.45 -3.50
C 2.19 4.76 -3.08
C 2.01 5.08 -1.74
C 1.63 4.10 -0.83
H -1.08 0.44 3.54
H -1.80 0.19 5.79
H -2.56 1.25 7.88
H -2.55 3.71 8.12
H -1.74 5.11 6.25
H -0.97 4.05 4.14
H 1.52 1.44 -2.93
H 2.18 3.20 -4.54
H 2.47 5.53 -3.78
H 2.16 6.09 -1.39
H 1.48 4.34 0.21
Br 7.74 -0.29 -3.79
C 6.75 -0.24 -2.19
C 7.39 -0.06 -0.97
N 6.73 0.01 0.18
C 5.41 -0.12 0.16
C 4.69 -0.32 -1.01
C 5.38 -0.38 -2.21
C 3.21 -0.52 -0.97
O 2.64 -0.66 0.15
O 2.56 -0.55 -2.05
H 8.47 0.03 -0.92
H 4.90 -0.05 1.11
H 4.83 -0.53 -3.14
```

Values from the calculation:
strongest force on any atom	1.557	eV/A
energy	-168800.600	eV
ΔE to the lowest compared entry with this formula, charge and spin	0.000	eV
2S+1	2
<S²>	0.75

Record 2
Here is a structure of composition C36H27BrN7O5RbSe from the OMol25 dataset. Energies are from ωB97M-V with the def2-TZVPD basis set.

XYZ file:
```
78
C36H27BrN7O5RbSe | the OMol25 dataset | ωB97M-V with the def2-TZVPD basis set
Rb 0.02 1.65 -0.11
C 3.36 3.39 -1.54
C 1.96 3.64 -2.00
C 1.16 4.59 -1.35
C -0.17 4.78 -1.69
C -1.03 5.76 -0.94
C -0.71 4.01 -2.72
C 0.05 3.07 -3.40
C -0.54 2.22 -4.48
C 1.38 2.89 -3.02
H 3.96 4.30 -1.58
H 3.85 2.63 -2.16
H 3.35 3.03 -0.50
H 1.58 5.14 -0.51
H -0.61 5.96 0.05
H -2.04 5.37 -0.80
H -1.10 6.71 -1.47
H -1.76 4.12 -2.97
H -0.17 2.52 -5.46
H -1.63 2.31 -4.49
H -0.31 1.17 -4.31
H 1.97 2.11 -3.49
O 5.89 -3.37 2.13
C 5.45 -2.31 2.63
O 5.69 -1.80 3.74
C 4.37 -1.58 1.79
C 4.00 -2.05 0.53
C 3.02 -1.38 -0.18
N 2.40 -0.29 0.27
C 2.77 0.17 1.47
C 3.74 -0.44 2.26
C 1.99 1.40 1.90
O 0.93 1.17 2.54
O 2.36 2.51 1.46
H 4.48 -2.94 0.15
H 2.70 -1.73 -1.15
H 4.00 -0.05 3.23
Br 2.89 -5.27 2.34
C 1.36 -5.49 1.26
C 0.30 -6.29 1.68
C -0.81 -6.44 0.86
C -0.89 -5.77 -0.35
C 0.19 -4.99 -0.77
C 1.30 -4.85 0.03
N -2.03 -6.05 -1.18
N -2.58 -5.18 -1.90
C -2.27 -3.81 -1.84
C -2.17 -3.17 -3.07
C -1.67 -1.90 -3.23
C -1.25 -1.11 -2.11
O -0.70 0.01 -2.21
C -1.55 -1.71 -0.79
N -1.32 -0.92 0.29
C -1.56 -1.39 1.49
C -2.11 -2.66 1.72
C -2.36 -3.47 0.64
C -2.04 -3.03 -0.66
H 0.36 -6.80 2.63
H -1.63 -7.07 1.16
H 0.14 -4.46 -1.72
H 2.13 -4.22 -0.28
H -2.44 -3.76 -3.95
H -1.54 -1.47 -4.21
H -1.29 -0.74 2.32
H -2.32 -2.99 2.73
H -2.81 -4.44 0.78
Se -5.59 4.72 1.24
N -5.26 4.36 2.96
C -4.07 3.81 2.98
C -3.39 3.36 4.16
C -2.17 2.83 4.00
C -1.58 2.70 2.68
N -2.15 3.08 1.58
C -3.40 3.64 1.70
N -4.06 4.06 0.65
H -3.88 3.47 5.13
H -1.59 2.46 4.84
H -0.58 2.24 2.62
```

Values from the calculation:
strongest force on any atom	0.546	eV/A
energy	-194485.538	eV
ΔE to the lowest compared entry with this formula, charge and spin	0.930	eV
charge	-2

Record 3
Here is a structure of composition C36H27ClF3MnO4SbSi at a distorted geometry from the OMol25 dataset. Energies are from ωB97M-V with the def2-TZVPD basis set.

XYZ file:
```
74
C36H27ClF3MnO4SbSi | the OMol25 dataset | ωB97M-V with the def2-TZVPD basis set
Mn -1.02 0.16 -0.07
O 0.67 -3.19 0.31
Cl -0.25 -2.30 0.86
O -0.84 -2.73 2.04
O 0.40 -1.01 1.09
O -1.28 -2.01 -0.13
C -6.31 -0.90 -0.49
C -6.35 -0.77 0.89
C -5.21 -0.44 1.60
C -4.00 -0.22 0.94
C -3.98 -0.35 -0.46
C -5.11 -0.71 -1.16
Si -2.42 0.36 1.85
C -1.95 -0.34 3.55
C -2.67 -1.41 4.08
C -2.26 -2.02 5.26
C -1.12 -1.58 5.91
C -0.40 -0.51 5.40
C -0.81 0.11 4.23
C -2.25 2.27 1.57
C -2.39 3.19 2.61
C -2.36 4.55 2.36
C -2.15 5.02 1.08
C -2.00 4.12 0.03
C -2.06 2.76 0.27
H -7.20 -1.16 -1.04
H -7.28 -0.90 1.42
H -5.26 -0.34 2.67
H -3.04 -0.18 -1.03
H -5.07 -0.82 -2.23
H -3.54 -1.78 3.57
H -2.83 -2.84 5.66
H -0.78 -2.08 6.81
H 0.49 -0.17 5.90
H -0.25 0.95 3.84
H -2.55 2.83 3.62
H -2.52 5.25 3.17
H -2.11 6.08 0.88
H -1.86 4.48 -0.98
H -2.03 2.07 -0.60
F 4.84 -2.99 -6.69
C 4.07 -2.57 -5.67
C 4.61 -1.69 -4.75
C 3.82 -1.27 -3.69
C 2.51 -1.71 -3.59
C 1.99 -2.59 -4.52
C 2.77 -3.03 -5.57
Sb 1.32 -1.07 -1.90
C 2.97 -1.34 -0.55
C 3.62 -2.57 -0.56
C 4.65 -2.81 0.33
C 5.01 -1.82 1.23
F 6.00 -2.07 2.10
C 4.38 -0.60 1.26
C 3.35 -0.36 0.36
C 1.60 1.10 -2.17
C 2.21 1.64 -3.30
C 2.30 3.01 -3.48
C 1.77 3.83 -2.50
F 1.82 5.16 -2.67
C 1.18 3.33 -1.36
C 1.09 1.96 -1.21
H 5.63 -1.35 -4.86
H 4.23 -0.60 -2.95
H 0.97 -2.94 -4.43
H 2.39 -3.72 -6.31
H 3.30 -3.34 -1.25
H 5.17 -3.76 0.34
H 4.68 0.15 1.98
H 2.84 0.60 0.38
H 2.63 0.98 -4.05
H 2.77 3.43 -4.35
H 0.81 4.02 -0.60
H 0.65 1.55 -0.27
```

Values from the calculation:
strongest force on any atom	2.096	eV/A
energy	-112354.575	eV
charge	+1
2S+1	5
<S²>	6.49

Please write out number 3 again, unchanged.
Here is a structure of composition C36H27ClF3MnO4SbSi at a distorted geometry from the OMol25 dataset. Energies are from ωB97M-V with the def2-TZVPD basis set.

XYZ file:
```
74
C36H27ClF3MnO4SbSi | the OMol25 dataset | ωB97M-V with the def2-TZVPD basis set
Mn -1.02 0.16 -0.07
O 0.67 -3.19 0.31
Cl -0.25 -2.30 0.86
O -0.84 -2.73 2.04
O 0.40 -1.01 1.09
O -1.28 -2.01 -0.13
C -6.31 -0.90 -0.49
C -6.35 -0.77 0.89
C -5.21 -0.44 1.60
C -4.00 -0.22 0.94
C -3.98 -0.35 -0.46
C -5.11 -0.71 -1.16
Si -2.42 0.36 1.85
C -1.95 -0.34 3.55
C -2.67 -1.41 4.08
C -2.26 -2.02 5.26
C -1.12 -1.58 5.91
C -0.40 -0.51 5.40
C -0.81 0.11 4.23
C -2.25 2.27 1.57
C -2.39 3.19 2.61
C -2.36 4.55 2.36
C -2.15 5.02 1.08
C -2.00 4.12 0.03
C -2.06 2.76 0.27
H -7.20 -1.16 -1.04
H -7.28 -0.90 1.42
H -5.26 -0.34 2.67
H -3.04 -0.18 -1.03
H -5.07 -0.82 -2.23
H -3.54 -1.78 3.57
H -2.83 -2.84 5.66
H -0.78 -2.08 6.81
H 0.49 -0.17 5.90
H -0.25 0.95 3.84
H -2.55 2.83 3.62
H -2.52 5.25 3.17
H -2.11 6.08 0.88
H -1.86 4.48 -0.98
H -2.03 2.07 -0.60
F 4.84 -2.99 -6.69
C 4.07 -2.57 -5.67
C 4.61 -1.69 -4.75
C 3.82 -1.27 -3.69
C 2.51 -1.71 -3.59
C 1.99 -2.59 -4.52
C 2.77 -3.03 -5.57
Sb 1.32 -1.07 -1.90
C 2.97 -1.34 -0.55
C 3.62 -2.57 -0.56
C 4.65 -2.81 0.33
C 5.01 -1.82 1.23
F 6.00 -2.07 2.10
C 4.38 -0.60 1.26
C 3.35 -0.36 0.36
C 1.60 1.10 -2.17
C 2.21 1.64 -3.30
C 2.30 3.01 -3.48
C 1.77 3.83 -2.50
F 1.82 5.16 -2.67
C 1.18 3.33 -1.36
C 1.09 1.96 -1.21
H 5.63 -1.35 -4.86
H 4.23 -0.60 -2.95
H 0.97 -2.94 -4.43
H 2.39 -3.72 -6.31
H 3.30 -3.34 -1.25
H 5.17 -3.76 0.34
H 4.68 0.15 1.98
H 2.84 0.60 0.38
H 2.63 0.98 -4.05
H 2.77 3.43 -4.35
H 0.81 4.02 -0.60
H 0.65 1.55 -0.27
```

Values from the calculation:
strongest force on any atom	2.096	eV/A
energy	-112354.575	eV
charge	+1
2S+1	5
<S²>	6.49